(1)
{"formula": "Br3CuF12P2", "method": "wB97M-V/def2-TZVPD", "species": ["Cu", "Br", "Br", "Br", "P", "F", "F", "F", "F", "F", "F", "P", "F", "F", "F", "F", "F", "F"], "positions_angstrom": [[-0.0091, -0.3611, -0.1063], [-2.2358, 0.1761, 1.2336], [0.7942, -2.7546, 0.6125], [0.8746, 1.8280, -1.1950], [1.6591, 1.2352, 3.3478], [2.0576, -0.2658, 3.8479], [2.1257, 1.8390, 4.7907], [3.1882, 1.2798, 2.9231], [1.2552, 2.7385, 2.9115], [1.2480, 0.5625, 1.9427], [0.1115, 0.9535, 3.8881], [-1.5475, -1.0732, -3.4587], [-0.8617, -1.2431, -1.9429], [-2.3431, -2.5846, -3.5010], [-2.9464, -0.5702, -2.7839], [-2.1776, -0.7802, -4.9596], [-1.0915, 0.5157, -3.4374], [-0.1014, -1.4954, -4.1131]], "multiplicity": 3, "charge": -2}


(2)
{"formula": "Br3H3Si3", "method": "wB97M-V/def2-TZVPD", "species": ["Si", "Si", "Si", "Br", "Br", "Br", "H", "H", "H"], "positions_angstrom": [[-1.0101, 0.0417, 1.3096], [0.8184, 1.0834, -2.4250], [0.3247, -0.0747, -0.5302], [-3.0889, -0.2068, 0.3793], [-0.9742, -1.4233, 3.1052], [2.4595, 0.7274, 0.1005], [-1.1266, 1.5059, 1.8070], [1.7076, -0.0350, -3.0539], [0.8896, -1.6186, -0.6923]], "e_above_lowest_kcal_mol": 9.8}


(3)
{"formula": "Br3HNP", "method": "wB97M-V/def2-TZVPD", "species": ["N", "P", "Br", "Br", "Br", "H"], "positions_angstrom": [[-0.4736, -0.1386, 0.5945], [-1.9461, -0.0866, 0.1012], [-3.3183, 0.0407, 1.9879], [-2.6930, -1.6888, -1.2439], [-2.7537, 1.7044, -1.1643], [0.2632, -0.0632, -0.1978]], "e_above_lowest_kcal_mol": 0.0}


(4)
{"formula": "Br3PS", "method": "wB97M-V/def2-TZVPD", "species": ["P", "S", "Br", "Br", "Br"], "positions_angstrom": [[-1.2389, -0.0955, -0.9235], [3.7718, 0.3256, -0.0811], [-1.9589, -1.8876, 0.0827], [1.7191, 0.4106, 0.5460], [-2.2932, 1.2468, 0.3760]], "e_above_lowest_kcal_mol": 35.0}


Listing max |F| for the structures above in their given order: 2.86; 4.32; 2.38; 1.33 eV/Å.
Listing DFT total energy for the structures above in their given order: -11244.129498; -8592.345756; -8118.788043; -8461.547592 Eh.